Below is 2 unconnected molecules or ions with the total composition C4H14NO2, with properties calculated with ωB97M-V with the def2-TZVPD basis set.

Output
Molecular weight (g/mol): 108.161
Max |F| (eV/A): 6.30
HOMO energy (eV): -13.79
HOMO-LUMO gap (eV): 10.32
Lowest unoccupied orbital energy (eV): -3.472
Energy above the lowest of the compared OMol25 structures with the same formula, charge and spin (eV): 3.5465

Geometry as ORCA input:
```
! RIJCOSX wB97M-V def2-TZVPD def2/J DEFGRID3
* xyz 1 1
C -1.28887 -0.28769 1.23061
C -1.00694 -0.01741 -0.30935
C -0.02305 -0.99595 -0.93431
C 0.53605 -0.38255 -2.26401
O 1.31121 0.68063 -1.80633
N -0.03541 -0.45181 2.03033
H -1.78818 -1.19040 1.31106
H -2.10473 0.59046 1.60298
H -2.07672 -0.21612 -0.77888
H -0.46266 0.96740 -0.50239
H -0.58848 -1.93997 -1.17046
H 0.79264 -1.20636 -0.13377
H 1.33359 -1.27718 -2.68569
H -0.28386 -0.34344 -3.00331
H 0.69497 1.49767 -1.97964
H 0.75690 -0.20717 1.49506
H 0.06620 -1.45195 2.52650
H -0.06300 0.22604 2.77242
H 1.19361 2.51821 1.55869
H 1.75704 1.69017 0.12119
O 1.27966 1.79741 0.91929
*
```

Löwdin atomic charges, in units of e: number 1, C, carries -0.15; number 2, C, carries -0.21; number 3, C, carries -0.23; number 4, C, carries -0.28; number 5, O, carries -0.11; number 6, N, carries 0.15; number 7, H, carries 0.08; number 8, H, carries 0.20; number 9, H, carries 0.16; number 10, H, carries 0.10; number 11, H, carries 0.13; number 12, H, carries 0.13; number 13, H, carries 0.19; number 14, H, carries 0.13; number 15, H, carries 0.16; number 16, H, carries 0.08; number 17, H, carries 0.25; number 18, H, carries 0.15; number 19, H, carries 0.08; number 20, H, carries 0.02; number 21, O, carries -0.03

Below is a molecular structure, C42H34Cl2N2O5P2Sr, with properties calculated with ωB97M-V with the def2-TZVPD basis set.

Output
Molecular weight (g/mol): 867.217
Max |F| (eV/A): 1.67
HOMO energy (eV): -7.44
HOMO-LUMO gap (eV): 6.98
Lowest unoccupied orbital energy (eV): -0.454

Geometry as ORCA input:
```
! RIJCOSX wB97M-V def2-TZVPD def2/J DEFGRID3
* xyz 0 1
Sr 0.70155 0.81365 -0.30305
Cl 1.29240 -5.23049 -5.05865
C 1.44464 -3.94353 -3.89287
C 2.69598 -3.38963 -3.64004
C 2.84302 -2.39125 -2.70802
C 1.73477 -1.89621 -1.97756
O 1.86395 -1.03679 -1.04786
C 0.43896 -2.43492 -2.29947
C -0.82226 -1.95655 -1.76379
N -1.03056 -0.89461 -1.06566
C -2.35658 -0.50326 -0.75407
C -3.44698 -0.83191 -1.52127
C -4.75108 -0.42044 -1.17434
C -4.96749 0.34144 -0.06950
C -3.87148 0.75730 0.72517
C -4.04902 1.57924 1.85813
C -2.96815 1.99026 2.57686
C -1.68633 1.57923 2.13715
N -1.49780 0.80214 1.10983
C -2.56020 0.36286 0.38432
C 0.32767 -3.47452 -3.23624
H 3.55468 -3.75412 -4.18042
H 3.81437 -1.96461 -2.49971
H -1.67394 -2.59684 -2.02261
H -3.31127 -1.40443 -2.42297
H -5.57281 -0.71723 -1.80715
H -5.96236 0.65843 0.20428
H -5.04943 1.87918 2.14016
H -3.06267 2.62087 3.44571
H -0.80515 1.90803 2.67624
H -0.64056 -3.89832 -3.45588
C 2.13355 -2.19881 2.13899
C 1.07086 -2.33288 3.20991
P -0.63554 -2.30961 2.53146
C -0.67784 -3.84658 1.56381
C -1.75601 -4.03225 0.71140
C -1.86033 -5.17537 -0.06167
C -0.86279 -6.13503 -0.01740
C 0.22655 -5.95542 0.81748
C 0.31232 -4.82636 1.60964
C -1.54097 -2.77950 4.03067
C -1.41136 -1.98078 5.16520
C -2.12929 -2.25848 6.31209
C -3.00473 -3.33418 6.34080
C -3.14956 -4.12368 5.21566
C -2.42288 -3.84965 4.06964
P 2.67863 -0.47689 1.85390
C 3.09833 0.06866 3.52667
C 4.03860 -0.56958 4.32918
C 4.26681 -0.14049 5.61932
C 3.56027 0.94121 6.12948
C 2.62976 1.59439 5.33739
C 2.40417 1.15572 4.04058
C 4.31578 -0.71278 1.11340
C 4.68557 -1.87891 0.45563
C 5.93596 -1.98461 -0.12767
C 6.82788 -0.92650 -0.06534
C 6.46010 0.24521 0.57944
C 5.21003 0.35126 1.16089
H 1.80807 -2.58668 1.16783
H 3.01512 -2.78890 2.42126
H 1.12732 -1.50641 3.92772
H 1.25382 -3.23668 3.80489
H -2.52776 -3.27593 0.64692
H -2.71636 -5.30700 -0.70761
H -0.93182 -7.01597 -0.63689
H 1.01135 -6.69943 0.85244
H 1.16037 -4.70461 2.26249
H -0.74931 -1.12352 5.16147
H -2.00589 -1.62975 7.18048
H -3.56854 -3.55174 7.23600
H -3.82725 -4.96378 5.22728
H -2.54181 -4.48855 3.20535
H 4.60337 -1.40570 3.93586
H 4.99871 -0.64474 6.23342
H 3.74330 1.27621 7.14056
H 2.08392 2.44488 5.71899
H 1.68132 1.68295 3.42337
H 3.99467 -2.70417 0.36144
H 6.20721 -2.89667 -0.63981
H 7.80344 -1.01071 -0.52258
H 7.14226 1.08167 0.62744
H 4.93920 1.27587 1.65983
O 0.41667 4.61781 -1.88231
Cl 0.50213 3.33437 -1.33080
O 1.61650 2.53609 -1.89982
O -0.72184 2.53895 -1.55441
O 0.72772 3.36855 0.12829
*
```

Löwdin atomic charges, in units of e: number 1, Sr, carries 1.43; number 2, Cl, carries 0.63; number 3, C, carries -0.68; number 4, C, carries -0.10; number 5, C, carries -0.01; number 6, C, carries -0.38; number 7, O, carries -0.30; number 8, C, carries -0.12; number 9, C, carries -0.09; number 10, N, carries 0.01; number 11, C, carries -0.21; number 12, C, carries -0.01; number 13, C, carries -0.06; number 14, C, carries -0.03; number 15, C, carries -0.14; number 16, C, carries 0.00; number 17, C, carries -0.03; number 18, C, carries -0.13; number 19, N, carries 0.00; number 20, C, carries -0.17; number 21, C, carries -0.07; number 22, H, carries 0.10; number 23, H, carries 0.11; number 24, H, carries 0.11; number 25, H, carries 0.11; number 26, H, carries 0.11; number 27, H, carries 0.11; number 28, H, carries 0.12; number 29, H, carries 0.11; number 30, H, carries 0.11; number 31, H, carries 0.11; number 32, C, carries -0.42; number 33, C, carries -0.42; number 34, P, carries 1.08; number 35, C, carries -0.39; number 36, C, carries -0.13; number 37, C, carries -0.08; number 38, C, carries -0.08; number 39, C, carries -0.07; number 40, C, carries -0.08; number 41, C, carries -0.37; number 42, C, carries -0.11; number 43, C, carries -0.09; number 44, C, carries -0.09; number 45, C, carries -0.08; number 46, C, carries -0.08; number 47, P, carries 1.02; number 48, C, carries -0.40; number 49, C, carries -0.08; number 50, C, carries -0.07; number 51, C, carries -0.08; number 52, C, carries -0.08; number 53, C, carries -0.11; number 54, C, carries -0.38; number 55, C, carries -0.10; number 56, C, carries -0.08; number 57, C, carries -0.08; number 58, C, carries -0.08; number 59, C, carries -0.09; number 60, H, carries 0.06; number 61, H, carries 0.09; number 62, H, carries 0.06; number 63, H, carries 0.09; number 64, H, carries 0.10; number 65, H, carries 0.10; number 66, H, carries 0.10; number 67, H, carries 0.11; number 68, H, carries 0.09; number 69, H, carries 0.10; number 70, H, carries 0.10; number 71, H, carries 0.10; number 72, H, carries 0.10; number 73, H, carries 0.10; number 74, H, carries 0.11; number 75, H, carries 0.11; number 76, H, carries 0.10; number 77, H, carries 0.10; number 78, H, carries 0.09; number 79, H, carries 0.10; number 80, H, carries 0.11; number 81, H, carries 0.10; number 82, H, carries 0.10; number 83, H, carries 0.11; number 84, O, carries -0.25; number 85, Cl, carries 0.64; number 86, O, carries -0.44; number 87, O, carries -0.42; number 88, O, carries -0.44

Below is a single C2H3FS2 molecule, with properties calculated with ωB97M-V with the def2-TZVPD basis set.

Output
Molecular weight (g/mol): 110.178
Max |F| (eV/A): 4.26
HOMO energy (eV): -9.40
HOMO-LUMO gap (eV): 9.70
SMILES string: F/C=C/SS
Lowest unoccupied orbital energy (eV): 0.307
Energy above the lowest of the compared OMol25 structures with the same formula, charge and spin (eV): 1.6605

Geometry as ORCA input:
```
! RIJCOSX wB97M-V def2-TZVPD def2/J DEFGRID3
* xyz 0 1
F 2.10515 1.68354 0.05589
C 1.12776 0.87362 0.55202
C -0.02859 0.91266 -0.05512
S -1.41629 -0.55334 0.76837
S -1.82435 -1.72228 -0.72464
H 1.47015 0.03795 1.20833
H -0.48457 1.54130 -0.94337
H -0.94926 -2.77345 -0.86147
*
```

Löwdin atomic charges, in units of e: number 1, F, carries -0.02; number 2, C, carries -0.28; number 3, C, carries -0.22; number 4, S, carries 0.26; number 5, S, carries 0.20; number 6, H, carries 0.12; number 7, H, carries 0.11; number 8, H, carries -0.17

- max |F| of number 1 (C4H14NO2)?
  6.30 eV/A